1.
Density functional theory data (ωB97M-V/def2-TZVPD) for an isolated molecule of C7H8OS.

XYZ file:
```
17
C7H8OS, DFT ωB97M-V/def2-TZVPD
C -0.991 0.044 -0.054
S 3.059 -0.347 -0.465
C -0.001 -1.017 -0.396
H -0.372 -2.098 -0.139
H 0.165 -0.938 -1.548
C 0.804 1.716 -0.147
H -2.561 -0.880 1.121
C 1.660 0.762 0.177
C 1.396 -0.698 0.330
H -3.107 0.442 0.070
C -0.566 1.289 0.122
C -2.346 -0.459 0.096
H 1.030 2.799 -0.459
H -2.672 -1.290 -0.687
H -1.296 2.191 0.097
O 4.099 -0.463 0.532
H 1.699 -1.051 1.349
```

Calculated values
energy relative to the best compared isomer or geometry (same formula, charge and spin) = 292.6 kJ/mol
orbital gap = 8.631 eV
total charge = 0
E_HOMO = -8.78 eV

These are the Mulliken partial charges, in e, on atoms 1 to 5:
1 C 0.78
2 S 0.37
3 C -0.56
4 H 0.30
5 H 0.26

2.
Density functional theory data (ωB97M-V/def2-TZVPD) for an isolated ion of composition C6H5NO5S and charge -2.

XYZ file:
```
18
C6H5NO5S, DFT ωB97M-V/def2-TZVPD
C 0.069 -2.045 -1.251
O 1.847 0.632 0.415
O -1.749 -3.400 -2.985
C 0.932 -0.129 -0.044
C -1.267 -1.703 -1.012
H 0.196 -2.901 -1.878
C 1.165 -1.312 -0.755
S -2.476 -2.747 -1.842
N -0.370 0.289 0.023
O -2.947 -3.740 -0.901
O -2.690 0.091 0.078
H -0.079 1.555 1.716
H -1.478 1.806 0.949
H 2.180 -1.684 -0.565
C -0.400 1.612 0.725
O -3.510 -1.852 -2.373
H 0.213 2.192 0.214
C -1.580 -0.372 -0.215
```

Calculated values
SMILES string = CN1C(=O)C=CC(=S(=O)([O-])[O-])C1=O
energy relative to the best compared isomer or geometry (same formula, charge and spin) = 0.0 kJ/mol
orbital gap = 6.122 eV
total charge = -2
E_HOMO = -0.07 eV

These are the Mulliken partial charges, in e, on atoms 1 to 5:
1 C -0.01
2 O -0.84
3 O -0.77
4 C 0.68
5 C -0.29

3.
Density functional theory data (ωB97M-V/def2-TZVPD) for C60H86IrN5P2S2Si as an isolated structure.

XYZ file:
```
157
C60H86IrN5P2S2Si, DFT ωB97M-V/def2-TZVPD
H 4.063 -4.693 2.126
H 0.017 -4.439 -0.566
C -2.753 0.976 5.668
H 5.635 -1.513 -0.241
C -0.950 -4.539 4.390
H 3.983 -5.015 0.402
C -4.540 -1.821 -2.795
H -4.260 3.815 1.684
C 1.616 -1.394 -7.022
H -4.368 -1.332 -5.308
H -4.981 1.707 0.702
H -2.401 -4.597 2.819
H -0.685 2.239 -2.888
H 2.600 -1.329 -8.927
C 2.715 -1.493 -7.865
H 2.001 3.770 -3.161
H -2.244 3.035 1.971
C 2.800 -2.057 1.652
C -3.339 -2.461 0.615
C 2.123 1.312 2.264
C -1.840 3.998 0.105
H 5.828 3.048 0.727
N 3.030 -0.866 -2.942
H -3.672 -0.956 5.548
H -0.956 1.824 -4.589
C -4.008 1.020 3.448
H 1.005 -0.676 4.868
H -4.721 0.194 3.484
H -1.157 4.725 0.548
C 1.971 -0.539 -2.198
P -2.504 0.094 1.192
C -1.478 -4.148 3.170
C 3.748 -1.221 0.764
C 1.724 0.851 -1.879
C -3.366 2.157 -3.522
H -2.281 -1.813 -2.019
C -3.864 1.649 4.849
C 4.052 4.987 -2.093
H 0.905 -1.541 -5.000
C 4.166 3.093 -0.619
C 3.960 -1.810 -7.345
H -4.370 1.823 -3.277
H -1.526 -4.303 -1.408
H -2.405 1.512 -0.668
C 1.239 0.240 2.915
H -3.901 -4.489 0.189
H -1.402 -5.260 0.075
C 0.885 -3.020 4.065
H -4.394 1.771 2.758
H -4.815 1.555 5.373
H -5.559 0.032 1.253
H 1.425 3.375 -1.539
N -2.007 -0.838 -2.051
H -1.239 -0.941 3.796
N -2.405 1.097 -3.287
H -1.784 1.432 5.447
C 0.251 -3.993 4.822
C -4.256 -3.486 0.392
C -4.313 -0.387 -4.763
H 2.279 3.410 4.998
C 1.764 -1.606 -5.661
H -5.604 -1.805 -3.025
C 3.523 3.786 -1.641
H -1.427 3.722 -0.870
H -3.488 4.716 -1.120
C -2.650 0.475 3.004
H -2.828 -1.625 3.493
H 3.216 -2.151 2.660
H -4.422 -1.812 -1.713
C -2.306 -0.743 3.870
C -6.077 -1.965 0.743
C 5.327 3.599 -0.058
C -3.801 -1.165 0.894
H -6.325 -4.040 0.255
H 0.698 -4.326 5.749
H 1.858 1.434 1.216
C 4.762 -2.110 0.027
H 4.621 0.351 -2.332
H 2.686 -0.307 4.428
H -4.118 -2.750 -3.197
S 0.551 1.280 -0.717
H 5.080 -2.287 -5.579
H 5.611 6.437 -1.877
H -2.940 1.124 6.731
C -4.242 2.284 0.154
S 0.952 -1.784 -1.613
H 3.755 2.154 -0.260
N 2.370 1.819 -2.541
C -2.755 -0.160 -2.879
C -1.033 1.452 -3.561
H 3.166 -0.644 0.037
H -1.972 -1.013 5.992
H 0.504 1.706 5.153
C -0.839 -3.186 2.391
C 5.174 -3.279 0.919
H 5.998 -3.830 0.468
C 3.978 -4.218 1.147
C -2.813 1.715 0.329
H 0.924 2.973 2.957
C 2.390 2.470 4.457
C -1.882 2.750 0.983
N -3.923 -0.646 -3.382
H 2.737 1.288 -4.538
H 4.819 -1.894 -7.997
C 1.550 1.384 5.123
H 1.827 -2.620 4.413
C -4.335 3.747 0.596
H -5.287 0.101 -4.817
Si -1.474 -2.840 0.646
H -3.648 2.716 4.758
H 5.535 -2.882 1.872
C -5.173 -0.939 0.985
C 1.652 0.049 4.375
H -3.119 3.015 -2.888
H -0.405 0.571 -3.452
H 4.009 2.256 -3.759
H 4.653 -0.153 -4.036
C 4.109 -2.023 -5.983
H -0.877 2.335 1.102
C 3.012 -1.929 -5.135
H 3.556 5.526 -2.892
C -2.694 -0.513 5.345
C 2.644 -3.464 1.057
C 5.208 5.499 -1.521
Ir -0.596 -0.731 -0.065
H -3.345 2.497 -4.562
C -3.252 4.607 -0.059
H -3.574 0.238 -5.256
C -1.060 -4.351 -0.423
H 4.150 -2.558 -3.420
H 0.204 0.607 2.897
H 4.296 -0.513 1.387
H 2.577 3.407 2.515
C 4.010 0.176 -3.223
C -5.622 -3.238 0.439
C 1.967 2.642 3.000
C 2.246 3.236 -2.239
C 5.847 4.805 -0.506
C 0.324 -2.581 2.865
C 3.293 1.449 -3.607
H 1.877 1.239 6.154
H 0.642 -1.157 -7.429
H 2.400 -2.816 -3.276
H -4.517 2.217 -0.900
H -5.315 4.136 0.318
H -7.138 -1.766 0.806
H 4.328 -2.500 -0.899
H 2.325 -3.371 0.016
H -1.458 -5.280 4.992
H -1.896 1.251 3.174
H -3.284 5.605 0.377
H 3.173 1.014 2.321
H 6.747 5.204 -0.059
P 1.122 -1.286 1.842
H 3.447 2.188 4.493
H 1.874 -4.029 1.581
C 3.166 -2.141 -3.647
```

Calculated values
energy relative to the best compared isomer or geometry (same formula, charge and spin) = 0.0 kJ/mol
orbital gap = 6.376 eV
total charge = +2
E_HOMO = -12.67 eV

These are the Mulliken partial charges, in e, on atoms 1 to 5:
1 H 0.37
2 H 0.22
3 C 0.06
4 H 0.63
5 C -0.82

The highest orbital gap belongs to which entry? C7H8OS

Which formula does entry 1 have? C7H8OS

Number 3 is which compound? C60H86IrN5P2S2Si

What is the formula in the first record? C7H8OS